Record 1
This record from OMol25 describes a molecular structure, C6H15NO. The level of theory is ωB97M-V/def2-TZVPD.

Computed properties:
- Orbital gap: 9.6 eV
- Total charge: 0
- Calculated total energy: -9996.182 eV
- HOMO: -8.78 eV
- Energy above the lowest of the compared OMol25 structures with the same formula, charge and spin: 730.92 kJ/mol

Each line ends with the Mulliken charge.
Cartesian coordinates (Å):
C 0.893 2.091 0.084  -0.672
C 1.106 -0.258 0.108  0.221
C 2.519 -0.827 0.082  -1.079
C -0.036 -1.309 -0.464  -0.626
C -1.382 -1.252 0.383  -0.911
C -2.426 -0.292 -0.276  -0.591
H 1.856 1.854 0.822  0.244
H 1.431 2.917 -0.749  0.216
H -0.050 2.469 0.659  0.355
H 0.671 -0.002 1.220  0.419
H 2.667 -0.603 -1.083  0.310
H 3.466 -0.379 0.976  0.263
H 2.369 -2.232 0.161  0.229
H 0.463 -2.264 -0.605  0.528
H -0.319 -0.835 -1.469  0.213
H -1.655 -2.296 0.545  0.356
H -1.096 -1.033 1.473  0.398
H -2.380 -0.459 -1.329  0.294
H -3.355 -0.452 0.147  0.453
H -0.851 1.119 0.063  0.352
H -2.486 2.030 -0.336  0.217
N -2.093 1.155 0.203  -0.763
O 0.688 0.858 -0.615  -0.427

***

Record 2
This record from OMol25 describes 2 unconnected molecules or ions with the total composition C5H14N2O2. The level of theory is ωB97M-V/def2-TZVPD.

Computed properties:
- Orbital gap: 10.6 eV
- Total charge: 0
- Calculated total energy: -12488.045 eV
- HOMO: -9.93 eV
- Energy above the lowest of the compared OMol25 structures with the same formula, charge and spin: 27.28 kJ/mol

Each line ends with the Mulliken charge.
Cartesian coordinates (Å):
C -1.652 -1.138 -0.022  -1.532
C -0.742 0.121 -0.016  0.998
C -0.756 0.798 -1.375  -1.746
C 0.683 -0.187 0.494  -0.159
N 1.398 1.048 0.732  -0.751
C 1.415 -1.006 -0.599  0.349
N 1.061 -2.302 -0.805  -0.330
O 2.266 -0.484 -1.303  -0.633
H -2.585 -0.887 0.469  0.366
H -1.277 -1.980 0.575  0.383
H -1.744 -1.493 -1.052  0.347
H -1.187 0.840 0.682  0.078
H -0.388 0.176 -2.197  0.336
H -1.804 0.946 -1.669  0.470
H -0.252 1.757 -1.417  0.372
H 0.673 -0.747 1.431  0.472
H 2.353 0.799 0.931  0.265
H 1.499 1.509 -0.166  0.232
H 0.487 -2.770 -0.123  0.194
H 1.591 -2.818 -1.485  0.255
O -0.236 2.660 2.673  -0.701
H -1.027 3.011 2.259  0.293
H 0.224 2.146 1.983  0.443

***

Record 3
This record from OMol25 describes a molecular structure, C39H41NO2P2Pb. The level of theory is ωB97M-V/def2-TZVPD.

Computed properties:
- Orbital gap (alpha / beta): 4.6 / 4.4 eV
- Total charge: +2
- Calculated total energy: -70497.491 eV
- HOMO (alpha / beta): -13.34 / -13.24 eV
- Energy above the lowest of the compared OMol25 structures with the same formula, charge and spin: 70.81 kJ/mol

Each line ends with the Mulliken charge.
Cartesian coordinates (Å):
Pb -0.202 -0.427 2.449  1.062
C 4.894 -3.642 1.907  -0.528
C 4.359 -2.684 1.137  0.199
C 4.206 -2.737 -0.336  -1.103
C 2.769 -3.128 -0.876  -0.096
C 2.188 -4.390 -0.369  -0.552
C 2.807 -5.380 0.268  -0.235
C 4.301 -5.624 0.403  -1.076
C 4.905 -5.119 1.719  -0.493
C -1.135 -2.178 3.487  -1.380
H 5.327 -3.324 2.847  0.557
H 4.015 -1.739 1.567  0.454
H 4.891 -3.430 -0.872  0.511
H 4.332 -1.699 -0.709  0.439
H 2.064 -2.310 -0.652  0.094
H 2.902 -3.174 -1.976  0.419
H 1.126 -4.542 -0.669  0.381
H 2.197 -6.220 0.657  0.373
H 4.890 -5.362 -0.495  0.362
H 4.354 -6.717 0.523  0.394
H 4.393 -5.615 2.576  0.367
H 5.928 -5.516 1.817  0.485
H -1.027 -1.707 4.481  0.390
H -0.513 -3.076 3.566  0.271
H -2.187 -2.460 3.321  0.440
P -0.769 3.506 -0.355  0.242
P -3.468 1.477 -1.117  0.299
C -1.041 2.678 -1.957  -0.492
C -2.168 1.984 -2.294  -0.816
C -0.556 5.262 -0.982  0.416
C -0.078 5.570 -2.269  0.091
C -0.127 6.885 -2.747  -0.669
C -0.559 7.934 -1.936  -0.464
C -0.965 7.645 -0.627  -0.542
C -0.974 6.326 -0.153  -0.520
C 0.938 2.878 -0.063  0.064
C 1.079 1.504 0.210  0.080
C 2.330 0.957 0.476  -0.089
C 3.463 1.781 0.445  -0.640
C 3.334 3.145 0.151  -0.887
C 2.068 3.697 -0.076  -0.371
C -4.891 1.988 -2.240  0.449
C -4.979 3.342 -2.624  -0.314
C -6.021 3.787 -3.436  -0.719
C -6.994 2.891 -3.886  -0.416
C -6.889 1.541 -3.553  -0.666
C -5.863 1.093 -2.719  -0.198
C -3.487 -0.344 -1.343  0.580
C -4.150 -1.128 -0.376  -0.571
C -4.198 -2.513 -0.506  -0.631
C -3.586 -3.146 -1.595  -0.491
C -2.976 -2.367 -2.579  -0.813
C -2.919 -0.975 -2.451  0.086
H -0.187 2.735 -2.662  0.625
H -2.366 1.719 -3.353  0.797
H 0.309 4.775 -2.907  0.276
H 0.175 7.086 -3.773  0.376
H -0.575 8.958 -2.313  0.403
H -1.267 8.462 0.022  0.397
H -1.312 6.125 0.868  0.365
H 0.185 0.864 0.179  0.449
H 2.436 -0.114 0.711  -0.038
H 4.445 1.341 0.639  0.424
H 4.223 3.779 0.097  0.393
H 1.967 4.761 -0.282  0.416
H -4.216 4.053 -2.306  0.412
H -6.088 4.836 -3.719  0.392
H -7.827 3.248 -4.487  0.402
H -7.630 0.838 -3.935  0.390
H -5.828 0.036 -2.459  0.324
H -4.637 -0.648 0.473  0.420
H -4.699 -3.118 0.252  0.459
H -3.571 -4.236 -1.668  0.425
H -2.507 -2.843 -3.438  0.429
H -2.416 -0.376 -3.202  0.355
O 1.660 -3.773 2.604  -0.592
C 2.071 -3.003 3.473  0.239
C 2.494 -3.439 4.860  -0.683
C 2.029 -2.223 5.672  -0.333
C 2.231 -1.117 4.650  0.154
O 2.357 0.087 4.857  -0.664
N 2.060 -1.625 3.354  0.132
H 2.024 -4.396 5.148  0.345
H 3.595 -3.605 4.958  0.251
H 0.935 -2.324 5.928  0.159
H 2.594 -2.060 6.591  0.367

***

Record 4
This record from OMol25 describes a gas-phase ion, C4H9N2O2 (charge +1). The level of theory is ωB97M-V/def2-TZVPD.

Computed properties:
- Orbital gap: 10.6 eV
- Total charge: +1
- Calculated total energy: -11361.351 eV
- HOMO: -14.47 eV
- Energy above the lowest of the compared OMol25 structures with the same formula, charge and spin: 155.95 kJ/mol

Each line ends with the Mulliken charge.
Cartesian coordinates (Å):
C -0.500 -1.887 -0.467  -0.874
N -0.564 -0.469 -0.058  0.075
C -1.818 0.147 0.059  0.551
O -2.825 -0.444 0.196  -0.504
C -1.593 1.650 -0.134  -0.406
O -0.251 1.795 -0.581  -0.378
C 0.388 0.463 -0.374  -0.221
N 1.316 0.692 0.856  -0.375
H -1.539 -2.201 -0.084  0.339
H -0.431 -1.928 -1.524  0.379
H 0.346 -2.441 0.047  0.278
H -2.156 2.198 -0.809  0.355
H -1.954 1.993 0.878  0.239
H 0.991 0.113 -1.222  0.420
H 2.169 1.252 0.765  0.347
H 1.654 -0.203 1.300  0.387
H 0.748 1.131 1.644  0.388